Entry 1:
Density functional theory data (wB97M-V/def2-TZVPD) for a single C5H5NO molecule in a non-equilibrium geometry.

Bonds (Å) are listed after each position.
Atoms and positions in Å:
1 O 1.272 1.633 1.600  C3 1.246, C5 1.363
2 N -1.454 0.351 -0.334  C4 1.396, C7 1.325
3 C 0.121 1.906 1.208  O1 1.246, C7 1.584
4 C -1.615 -0.787 -1.126  N2 1.396, H8 1.058, H9 1.085, H12 1.042
5 C 1.797 0.498 1.058  O1 1.363, C6 1.324, H10 1.069
6 C 0.877 -0.141 0.352  C5 1.324, C7 1.478, H11 1.103
7 C -0.342 0.693 0.302  N2 1.325, C3 1.584, C6 1.478
8 H -1.266 -1.564 -0.499  C4 1.058
9 H -0.863 -0.743 -1.906  C4 1.085
10 H 2.725 0.014 1.271  C5 1.069
11 H 1.283 -0.891 -0.347  C6 1.103
12 H -2.536 -0.967 -1.578  C4 1.042

Summary:
Relative energy (zero: lowest compared OMol25 entry of this formula, charge and spin)   5.354 eV
Largest force on an atom   0.1086 Eh/bohr
HOMO energy (alpha / beta)   -0.314 / -0.314 Eh
Net charge   0
Calculated total energy   -323.32294 hartree
HOMO-LUMO gap (alpha / beta)   7.4 / 7.4 eV

Results of the natural (NBO) charge analysis, in e, for atoms 1 through 2: O -0.44; N -0.27



Entry 2:
Density functional theory data (wB97M-V/def2-TZVPD) for a single C5H5NO molecule in a non-equilibrium geometry.

Bonds (Å) are listed after each position.
Atoms and positions in Å:
1 O 0.849 -1.672 -0.506  C6 1.415, H11 0.965
2 N -0.164 2.905 -0.024  C7 1.156
3 C -2.321 -0.359 0.089  C5 1.203, H12 1.068
4 C 1.125 0.630 -0.159  C6 1.546, C7 1.463, H8 1.093, H10 1.094
5 C -1.124 -0.472 0.147  C3 1.203, C6 1.471
6 C 0.333 -0.620 0.288  O1 1.415, C4 1.546, C5 1.471, H9 1.100
7 C 0.397 1.895 -0.065  N2 1.156, C4 1.463
8 H 2.047 0.706 0.423  C4 1.093
9 H 0.541 -0.805 1.352  C6 1.100
10 H 1.403 0.473 -1.205  C4 1.094
11 H 0.293 -2.449 -0.372  O1 0.965
12 H -3.380 -0.232 0.031  C3 1.068

Summary:
Relative energy (zero: lowest compared OMol25 entry of this formula, charge and spin)   2.410 eV
Largest force on an atom   0.0217 Eh/bohr
HOMO energy   -0.391 Eh
Net charge   0
Calculated total energy   -323.43112 hartree
Structure (SMILES)   C#C[C@@H](O)CC#N
HOMO-LUMO gap   11.3 eV

Results of the natural (NBO) charge analysis, in e, for atoms 1 through 2: O -0.70; N -0.31



Entry 3:
Density functional theory data (wB97M-V/def2-TZVPD) for a single C5H5NO molecule in a non-equilibrium geometry.

Bonds (Å) are listed after each position.
Atoms and positions in Å:
1 O 0.921 2.054 -0.416  C5 1.206
2 N -0.565 -0.417 -2.709  C6 1.157
3 C -1.036 0.102 0.756  C4 1.506, C7 1.490, H9 1.085, H12 1.085
4 C -0.406 -0.913 -0.160  C3 1.506, C6 1.445, C7 1.519, H11 1.083
5 C 1.303 0.989 0.001  O1 1.206, C7 1.495, H10 1.108
6 C -0.483 -0.654 -1.580  N2 1.157, C4 1.445
7 C 0.448 -0.010 0.713  C3 1.490, C4 1.519, C5 1.495, H8 1.088
8 H 0.942 -0.514 1.542  C7 1.088
9 H -1.492 0.958 0.268  C3 1.085
10 H 2.340 0.635 -0.156  C5 1.108
11 H -0.413 -1.961 0.111  C4 1.083
12 H -1.560 -0.270 1.630  C3 1.085

Summary:
Relative energy (zero: lowest compared OMol25 entry of this formula, charge and spin)   1.427 eV
Largest force on an atom   0.0209 Eh/bohr
HOMO energy   -0.382 Eh
Net charge   0
Calculated total energy   -323.46723 hartree
Structure (SMILES)   N#C[C@@H]1C[C@@H]1C=O
HOMO-LUMO gap   11.0 eV

Results of the natural (NBO) charge analysis, in e, for atoms 1 through 2: O -0.49; N -0.30



Entry 4:
Density functional theory data (wB97M-V/def2-TZVPD) for a single C5H5NO molecule in a non-equilibrium geometry.

Bonds (Å) are listed after each position.
Atoms and positions in Å:
1 O -2.191 -0.338 -0.670  C4 1.325, C6 1.352
2 N 1.896 -0.604 -0.068  C5 1.805, C7 1.457, H8 1.099
3 C -0.517 -0.094 0.823  C5 1.412, C6 1.353, H10 1.056
4 C -1.067 -0.371 -1.369  O1 1.325, C5 1.579
5 C 0.171 -0.191 -0.407  N2 1.805, C3 1.412, C4 1.579, C7 1.535
6 C -1.851 -0.220 0.634  O1 1.352, C3 1.353, H9 1.064
7 C 1.444 0.574 -0.796  N2 1.457, C5 1.535, H11 1.066, H12 1.130
8 H 1.976 -0.396 1.009  N2 1.099
9 H -2.669 -0.106 1.305  C6 1.064
10 H -0.045 -0.146 1.767  C3 1.056
11 H 1.431 1.529 -0.321  C7 1.066
12 H 1.422 0.364 -1.906  C7 1.130

Summary:
⟨S²⟩   2.07
Relative energy (zero: lowest compared OMol25 entry of this formula, charge and spin)   3.128 eV
Largest force on an atom   0.0744 Eh/bohr
HOMO energy (alpha / beta)   -0.264 / -0.317 Eh
Spin multiplicity   3
Net charge   0
Calculated total energy   -323.23866 hartree
HOMO-LUMO gap (alpha / beta)   8.1 / 7.2 eV

Results of the natural (NBO) charge analysis, in e, for atoms 1 through 2: O -0.47; N -0.55



Entry 5:
Density functional theory data (wB97M-V/def2-TZVPD) for a single C5H5NO2 molecule in a non-equilibrium geometry.

Bonds (Å) are listed after each position.
Atoms and positions in Å:
1 O 1.944 -0.406 -1.214  C5 1.180
2 O -0.799 1.001 -0.336  C6 1.373, C7 1.331
3 N -0.846 -1.154 0.309  C4 1.448, C6 1.303
4 C -2.187 -0.609 0.271  N3 1.448, C7 1.378, H13 0.952
5 C 1.374 -0.057 -0.242  O1 1.180, C6 1.493, C8 1.642
6 C -0.101 -0.139 -0.027  O2 1.373, N3 1.303, C5 1.493
7 C -2.079 0.709 -0.116  O2 1.331, C4 1.378, H10 1.066
8 C 2.181 0.339 1.132  C5 1.642, H9 0.944, H11 1.208, H12 0.959
9 H 1.847 -0.174 1.851  C8 0.944
10 H -2.706 1.545 -0.327  C7 1.066
11 H 3.352 0.361 0.836  C8 1.208
12 H 2.040 1.285 1.189  C8 0.959
13 H -2.901 -1.155 0.584  C4 0.952

Summary:
Relative energy (zero: lowest compared OMol25 entry of this formula, charge and spin)   3.144 eV
Largest force on an atom   0.2153 Eh/bohr
HOMO energy   -0.358 Eh
Net charge   0
Calculated total energy   -398.66292 hartree
Structure (SMILES)   CC(=O)c1ncco1
HOMO-LUMO gap   10.6 eV

Results of the natural (NBO) charge analysis, in e, for atoms 1 through 2: O -0.46; O -0.40



Entry 6:
Density functional theory data (wB97M-V/def2-TZVPD) for a single C5H5NO2 molecule in a non-equilibrium geometry.

Bonds (Å) are listed after each position.
Atoms and positions in Å:
1 O 1.497 -1.569 1.414  N3 1.231
2 O 1.412 0.646 1.642  N3 1.251
3 N 1.057 -0.450 1.152  O1 1.231, O2 1.251, C4 1.437
4 C 0.016 -0.313 0.172  N3 1.437, C5 1.767, C6 1.265
5 C -0.241 -1.957 -0.422  C4 1.767, C7 1.213
6 C -0.587 0.680 -0.328  C4 1.265, C8 1.470, H12 1.039
7 C -0.670 -2.922 -1.018  C5 1.213, H11 1.073
8 C -0.219 2.084 -0.090  C6 1.470, H9 1.046, H10 1.036, H13 1.101
9 H 0.702 2.252 -0.557  C8 1.046
10 H -0.190 2.258 0.930  C8 1.036
11 H -0.474 -3.928 -1.332  C7 1.073
12 H -1.272 0.499 -1.088  C6 1.039
13 H -1.030 2.721 -0.477  C8 1.101

Summary:
Relative energy (zero: lowest compared OMol25 entry of this formula, charge and spin)   7.573 eV
Largest force on an atom   0.1869 Eh/bohr
HOMO energy   -0.380 Eh
Net charge   0
Calculated total energy   -398.50016 hartree
Structure (SMILES)   C#C/C(=C/C)[N+](=O)[O-]
HOMO-LUMO gap   9.5 eV

Results of the natural (NBO) charge analysis, in e, for atoms 1 through 2: O -0.32; O -0.39